Entry 1:
The following is a DFT calculation (the ωB97M-V functional and the def2-TZVPD basis) of one molecule with the formula C4H8O2.

Computed properties:
2S+1 = 1
Total charge = 0
Lowest unoccupied orbital energy = 0.738 eV

Cartesian coordinates (Å):
C -1.382 -0.588 -0.815
C -0.793 1.439 0.653
O -1.038 -0.221 0.528
C 0.260 0.422 0.873
C 1.412 0.303 -0.089
O 2.068 -0.948 -0.050
H -0.571 -0.386 -1.519
H -2.253 0.003 -1.102
H -1.623 -1.657 -0.802
H -1.289 1.590 1.626
H 0.527 0.029 1.860
H 2.148 1.047 0.235
H 1.103 0.596 -1.101
H 1.430 -1.629 -0.297

Löwdin population analysis, charges in e, atoms 1 to 5:
1 C -0.050
2 C 0.060
3 O -0.199
4 C -0.327
5 C -0.241

---

Entry 2:
The following is a DFT calculation (the ωB97M-V functional and the def2-TZVPD basis) of one molecule with the formula C4H8O2.

Computed properties:
2S+1 = 1
Total charge = 0
Lowest unoccupied orbital energy = 1.033 eV

Cartesian coordinates (Å):
C -1.910 0.316 -0.773
O -0.925 -0.594 -0.334
C 0.345 -0.056 -0.481
C 0.930 0.728 0.676
C 1.453 -0.640 0.329
O 1.304 -1.737 1.168
H -2.873 -0.197 -0.730
H -1.939 1.216 -0.142
H -1.716 0.624 -1.811
H 0.579 0.274 -1.497
H 1.536 1.613 0.507
H 0.289 0.773 1.556
H 2.412 -0.710 -0.170
H 0.514 -1.611 1.701

Löwdin population analysis, charges in e, atoms 1 to 5:
1 C -0.099
2 O -0.133
3 C -0.312
4 C -0.030
5 C -0.315

---

Entry 3:
The following is a DFT calculation (the ωB97M-V functional and the def2-TZVPD basis) of one molecule with the formula C4H8O2.

Computed properties:
2S+1 = 1
Total charge = 0
Lowest unoccupied orbital energy = 0.886 eV

Cartesian coordinates (Å):
C 0.749 -0.400 1.622
C 0.253 -0.372 0.183
O -0.874 -1.225 0.073
C -0.197 1.030 -0.196
C -0.521 0.220 -2.357
O -0.878 1.101 -1.471
H 1.076 -1.411 1.883
H 1.582 0.293 1.783
H -0.074 -0.127 2.292
H 1.037 -0.679 -0.519
H -0.614 -1.987 -0.450
H 0.647 1.725 -0.231
H -0.935 1.399 0.520
H -1.218 0.441 -3.199

Löwdin population analysis, charges in e, atoms 1 to 5:
1 C -0.048
2 C -0.468
3 O -0.039
4 C -0.145
5 C 0.062

---

Entry 4:
The following is a DFT calculation (the ωB97M-V functional and the def2-TZVPD basis) of one molecule with the formula C4H8O2.

Computed properties:
2S+1 = 1
Total charge = 0
Lowest unoccupied orbital energy = 0.858 eV

Cartesian coordinates (Å):
O 1.564 -1.251 -0.561
C 1.305 0.127 -0.389
C -0.055 0.443 0.221
O -0.073 1.657 0.922
C -0.943 -0.662 0.699
C -1.312 0.150 -0.521
H 1.119 -1.559 -1.358
H 1.424 0.674 -1.334
H 2.074 0.503 0.292
H 0.345 1.497 1.781
H -1.509 -0.481 1.608
H -0.589 -1.679 0.563
H -1.248 -0.304 -1.507
H -2.103 0.885 -0.414

Löwdin population analysis, charges in e, atoms 1 to 5:
1 O -0.055
2 C -0.185
3 C -0.524
4 O 0.011
5 C -0.060

---

Table of HOMO (eV), in record order: -8.29; -9.49; -8.48; -9.90
Table of ΔE to the lowest compared entry with this formula, charge and spin (kcal per mole), in record order: 126.9; 56.7; 90.3; 44.3